No. 1
Formula: C47H51AsN9OPRuSSi2
Source: the OMol25 dataset
Level of theory: ωB97M-V/def2-TZVPD

The geometry in XYZ format:
```
114
Properties=species:S:1:pos:R:3:mulliken_charge:R:1
Ru 0.012 -0.169 -1.245 0.242
C 4.957 -2.812 0.981 -1.068
N 3.699 -2.358 0.424 0.987
C 3.061 -1.189 0.567 -1.141
N 1.990 -1.171 -0.205 0.554
C 2.019 -2.393 -0.810 -0.789
N 3.036 -3.134 -0.451 -1.193
C 4.993 -2.964 2.486 0.949
C 6.238 -3.169 3.073 -0.940
C 6.352 -3.356 4.440 -0.613
C 5.224 -3.329 5.241 -0.963
C 3.976 -3.117 4.662 -0.066
C 3.859 -2.942 3.282 -0.203
C 2.812 -3.036 5.529 0.509
N 2.781 -3.218 6.811 -0.482
N 1.513 -2.940 7.225 -0.489
C 0.836 -2.601 6.176 0.552
O 1.601 -2.651 5.056 -0.225
C -0.538 -2.131 6.124 -0.167
C -1.231 -1.923 7.313 -1.029
C -2.517 -1.416 7.270 -0.633
C -3.108 -1.112 6.054 -0.908
C -2.427 -1.339 4.862 0.927
C -3.138 -1.031 3.558 -1.236
N -2.303 -1.205 2.393 1.384
C -1.555 -0.299 1.760 -1.261
N -0.847 -0.895 0.818 0.982
C -1.213 -2.204 0.921 -0.999
N -2.088 -2.425 1.866 -0.965
C -1.142 -1.851 4.899 -0.258
H 5.751 -2.128 0.675 0.454
H 5.143 -3.777 0.513 0.370
H 3.397 -0.402 1.220 0.595
H 1.285 -2.711 -1.527 0.526
H 7.125 -3.186 2.450 0.449
H 7.325 -3.520 4.883 0.408
H 5.287 -3.458 6.312 0.539
H 2.878 -2.793 2.849 0.827
H -0.740 -2.154 8.248 0.538
H -3.065 -1.256 8.188 0.408
H -4.108 -0.696 6.027 0.468
H -3.494 -0.001 3.564 0.321
H -3.991 -1.703 3.453 0.418
H -1.549 0.754 1.987 0.532
H -0.815 -2.994 0.308 0.736
H -0.592 -2.047 3.988 0.862
C -5.655 1.284 -5.492 -0.683
C -5.941 1.482 -4.151 -0.685
C -4.950 1.328 -3.191 -0.388
C -3.671 0.939 -3.571 0.687
C -3.388 0.736 -4.921 -0.150
C -4.372 0.919 -5.878 -0.778
P -2.338 0.531 -2.367 1.547
C -3.090 1.079 -0.780 0.264
C -2.727 2.331 -0.287 -0.840
C -3.330 2.846 0.852 -0.769
C -4.335 2.130 1.489 -0.555
C -4.703 0.882 1.004 -0.892
C -4.069 0.349 -0.109 0.098
C -2.444 -1.283 -2.374 1.815
C -3.563 -2.065 -2.661 -0.630
C -3.415 -3.438 -2.756 -0.870
C -2.157 -4.007 -2.603 -1.024
C -1.051 -3.218 -2.309 -0.782
C -1.171 -1.836 -2.173 -0.555
H -6.430 1.408 -6.237 0.389
H -6.941 1.757 -3.844 0.449
H -5.184 1.505 -2.152 0.362
H -2.393 0.427 -5.222 0.029
H -4.140 0.777 -6.925 0.445
H -1.982 2.919 -0.813 0.383
H -3.020 3.811 1.231 0.435
H -4.831 2.551 2.354 0.437
H -5.504 0.333 1.482 0.472
H -4.360 -0.627 -0.482 0.371
H -4.532 -1.606 -2.821 0.527
H -4.271 -4.065 -2.970 0.413
H -2.034 -5.078 -2.715 0.428
H -0.094 -3.722 -2.209 0.482
C 2.796 2.514 1.644 -0.258
Si 2.451 3.389 0.001 0.467
C 4.082 3.579 -0.948 -1.055
C 1.770 5.085 0.491 -1.043
As 0.914 2.116 -1.319 -0.026
Si 0.856 3.409 -3.310 0.494
C -0.733 3.000 -4.247 -0.552
C 2.342 3.100 -4.441 -0.779
C 0.787 5.265 -2.950 -1.285
H 3.546 3.066 2.213 0.401
H 3.168 1.501 1.498 -0.338
H 1.892 2.455 2.252 0.293
H 4.877 3.926 -0.286 0.417
H 3.985 4.304 -1.758 0.269
H 4.400 2.631 -1.387 0.294
H 2.551 5.677 0.972 0.340
H 0.950 4.974 1.203 0.295
H 1.399 5.652 -0.360 0.302
H -0.775 1.947 -4.529 -0.169
H -0.802 3.598 -5.158 0.589
H -1.615 3.217 -3.641 0.256
H 2.503 2.038 -4.629 0.116
H 3.258 3.506 -4.008 0.268
H 2.178 3.590 -5.403 0.384
H 0.040 5.488 -2.186 0.341
H 0.505 5.803 -3.857 0.429
H 1.748 5.659 -2.617 0.287
S 1.752 -1.091 -5.734 -0.156
C 3.075 -0.767 -4.695 -0.177
C 2.626 -0.446 -3.457 -1.338
N 1.265 -0.470 -3.322 1.311
C 0.678 -0.789 -4.437 -0.610
H 4.088 -0.814 -5.054 0.458
H 3.239 -0.173 -2.611 0.231
H -0.393 -0.864 -4.548 0.205
```

As for the electronic energy: -164320.538 eV. The spin multiplicity is 2. Its LUMO energy (spin up / spin down) is -2.6 / -3.6 eV. Its HOMO energy (spin up / spin down) is -9.840 / -9.937 eV. The HOMO-LUMO gap (spin up / spin down) is 7.22 / 6.33 eV. The charge is +1. For the relative energy (zero: lowest compared OMol25 entry of this formula, charge and spin), the calculation gives 2.6489 eV.



No. 2
Formula: C47H51BClN13O4W
Source: the OMol25 dataset
Level of theory: ωB97M-V/def2-TZVPD

The geometry in XYZ format:
```
118
Properties=species:S:1:pos:R:3:mulliken_charge:R:1
W -0.744 -0.612 1.445 3.080
C 0.347 -3.880 4.344 -1.834
C 0.273 -2.546 3.964 -0.848
N -0.089 -2.444 2.676 0.241
N -0.218 -3.716 2.221 0.606
C 0.023 -4.588 3.210 0.056
B -0.411 -4.005 0.725 -0.505
N 0.586 -3.099 -0.064 1.200
C 1.437 -3.453 -1.046 -0.273
C 2.181 -2.355 -1.412 -1.991
C 1.722 -1.328 -0.592 -0.279
N 0.755 -1.777 0.211 0.602
N -1.821 -3.551 0.342 -0.464
C -2.912 -4.190 -0.103 0.013
C -3.798 -3.249 -0.582 -1.970
C -3.156 -2.032 -0.390 -0.383
N -1.968 -2.211 0.194 0.699
N -0.085 -5.446 0.425 0.714
C 1.092 -6.073 0.687 -0.425
C 1.002 -7.358 0.221 -1.051
C -0.294 -7.433 -0.323 -0.447
N -0.938 -6.290 -0.203 -1.187
H 0.607 -4.269 5.311 0.493
H 0.461 -1.672 4.551 0.844
H -0.044 -5.646 3.028 0.561
H 1.454 -4.468 -1.405 0.586
H 2.944 -2.300 -2.166 0.533
H 2.027 -0.302 -0.536 -0.006
H -2.946 -5.263 -0.094 0.636
H -4.758 -3.422 -1.032 0.553
H -3.496 -1.064 -0.690 0.726
H 1.904 -5.558 1.174 0.547
H 1.753 -8.126 0.264 0.477
H -0.780 -8.270 -0.796 0.461
Cl -7.836 1.419 1.557 -0.200
C -6.241 0.786 1.753 -0.039
C -6.022 -0.211 2.729 -0.594
C -4.784 -0.745 2.951 -0.798
C -3.665 -0.295 2.206 0.116
O -2.491 -0.754 2.495 -0.482
C -3.907 0.657 1.173 1.998
C -2.943 0.953 0.183 -1.279
O -1.795 0.432 0.036 0.249
C -5.205 1.210 0.980 -1.399
H -6.870 -0.548 3.310 0.463
H -4.619 -1.498 3.709 0.546
H -3.211 1.663 -0.600 0.322
H -5.358 1.945 0.201 0.541
C -1.645 5.047 2.551 -1.134
N -1.362 3.650 2.884 0.215
C -1.149 3.298 4.177 -0.291
C -0.811 2.043 4.557 -1.471
C -0.640 1.132 3.487 0.392
O -0.218 -0.062 3.552 -0.189
N -0.880 1.465 2.211 0.882
C -1.291 2.727 1.832 -0.222
O -1.580 3.064 0.704 -0.657
H -2.261 5.479 3.337 0.439
H -2.182 5.076 1.609 0.340
H -0.717 5.611 2.457 0.307
H -1.274 4.100 4.892 0.537
H -0.651 1.757 5.582 0.604
C -0.375 1.131 -6.875 -1.718
C -0.480 0.519 -5.505 -0.166
C -1.091 -0.722 -5.326 -0.624
C -1.199 -1.316 -4.065 0.033
C -1.871 -2.648 -3.897 -1.375
C -0.678 -0.645 -2.980 1.078
C -0.017 0.612 -3.106 -0.157
C 0.050 1.178 -4.411 -0.623
N 0.489 1.100 -1.965 0.434
C 1.282 2.311 -1.881 1.349
C 1.709 2.433 -0.403 -0.876
C 2.521 3.703 -0.148 0.531
C 1.689 4.928 -0.527 -1.200
C 1.290 4.829 -2.000 0.209
C 2.548 4.760 -2.872 -1.373
C 3.390 3.542 -2.481 0.333
C 3.786 3.655 -1.006 -1.767
C 2.574 2.265 -2.716 -1.298
C 0.449 3.567 -2.214 -1.053
H -0.942 0.563 -7.610 0.407
H 0.663 1.165 -7.211 0.333
H -0.752 2.154 -6.876 0.360
H -1.491 -1.239 -6.191 0.385
H -1.825 -3.235 -4.814 0.445
H -2.924 -2.532 -3.635 0.283
H -1.401 -3.225 -3.099 0.083
H -0.735 -1.084 -1.994 0.016
H 0.516 2.137 -4.570 0.652
H 2.314 1.563 -0.131 0.486
H 0.807 2.408 0.215 -1.042
H 2.795 3.750 0.911 0.463
H 2.264 5.843 -0.352 0.584
H 0.789 4.981 0.094 0.048
H 0.697 5.702 -2.282 0.384
H 3.136 5.674 -2.753 0.561
H 2.265 4.696 -3.928 0.539
H 4.290 3.505 -3.101 0.311
H 4.386 4.555 -0.850 0.592
H 4.404 2.799 -0.715 0.419
H 3.154 1.385 -2.416 0.348
H 2.365 2.156 -3.779 0.578
H 0.081 3.539 -3.240 0.663
H -0.425 3.576 -1.557 0.150
N 3.221 -2.415 2.011 -0.179
C 3.478 -1.111 2.333 0.558
C 4.780 -0.690 2.653 -1.011
C 4.976 0.619 3.018 -0.582
C 3.892 1.496 3.056 -1.034
C 2.661 0.996 2.690 -0.090
N 2.443 -0.269 2.317 0.617
H 3.925 -3.108 2.189 0.247
H 2.259 -2.707 2.024 -0.112
H 5.599 -1.396 2.618 0.434
H 5.969 0.964 3.274 0.433
H 4.003 2.529 3.351 0.504
H 1.795 1.649 2.657 0.268
```

As for the electronic energy: -92152.365 eV. The spin multiplicity is 4. Its LUMO energy (spin up / spin down) is -3.4 / -3.5 eV. Its HOMO energy (spin up / spin down) is -9.567 / -10.452 eV. The HOMO-LUMO gap (spin up / spin down) is 6.17 / 6.91 eV. The charge is +1. For the relative energy (zero: lowest compared OMol25 entry of this formula, charge and spin), the calculation gives 0.0000 eV.



No. 3
Formula: C47H51BCsGeN6S5Sb2Se
Source: the OMol25 dataset
Level of theory: ωB97M-V/def2-TZVPD

The geometry in XYZ format:
```
115
Properties=species:S:1:pos:R:3:mulliken_charge:R:1
Cs -0.164 0.673 -0.990 1.390
C 4.614 1.386 3.832 -1.414
Sb 3.779 0.409 2.054 0.795
C 1.783 0.603 2.826 0.209
C 3.963 -1.569 3.012 -1.592
C 5.015 -2.375 2.373 0.871
C 6.339 -2.120 2.712 -0.624
C 7.388 -2.791 2.117 -0.660
C 7.113 -3.753 1.161 -0.620
C 5.803 -4.021 0.816 -0.758
C 4.733 -3.345 1.397 0.885
C 3.360 -3.654 0.969 -1.708
Sb 2.441 -2.082 -0.311 0.229
C 4.200 -1.961 -1.554 -1.233
C 1.423 -3.577 -1.502 -1.223
H 5.695 1.273 3.870 0.401
H 4.176 0.938 4.721 0.395
H 4.375 2.444 3.815 0.385
H 1.793 0.391 3.892 0.406
H 1.124 -0.094 2.319 -0.135
H 1.430 1.614 2.665 -0.436
H 2.980 -2.021 2.942 0.378
H 4.193 -1.369 4.056 0.790
H 6.539 -1.352 3.449 0.332
H 8.410 -2.569 2.396 0.383
H 7.918 -4.285 0.672 0.377
H 5.596 -4.783 0.074 0.314
H 2.691 -3.765 1.818 0.599
H 3.338 -4.577 0.391 0.662
H 4.489 -2.941 -1.929 0.403
H 5.016 -1.541 -0.973 0.308
H 3.986 -1.296 -2.383 0.379
H 2.014 -4.485 -1.604 0.525
H 1.229 -3.161 -2.485 0.198
H 0.471 -3.803 -1.029 0.340
S 3.492 3.059 -7.910 -0.328
C 2.822 2.745 -6.440 0.064
S 1.261 3.309 -5.954 -0.105
C 1.238 2.639 -4.313 0.060
C 2.368 1.920 -3.958 -0.340
S 2.696 1.207 -2.481 0.058
S 3.612 1.810 -5.216 -0.051
S -0.089 2.968 -3.353 -0.187
B -3.696 -2.483 -0.032 0.338
N -2.569 -2.320 1.007 0.200
C -2.723 -2.046 2.309 -0.360
C -1.479 -2.057 2.909 -1.008
C -0.613 -2.351 1.856 -0.436
N -1.282 -2.500 0.721 -0.394
N -3.917 -1.109 -0.706 0.026
C -4.373 -0.013 -0.097 -0.154
C -4.486 0.999 -1.032 -0.727
C -4.062 0.408 -2.217 -0.726
N -3.724 -0.859 -1.996 -0.375
H -3.379 -3.284 -0.857 -0.254
H -4.700 -2.776 0.555 -0.212
H -3.693 -1.880 2.737 0.506
H -1.233 -1.877 3.936 0.462
H 0.450 -2.515 1.891 0.639
H -4.596 -0.008 0.950 0.411
H -4.831 2.000 -0.871 0.512
H -4.018 0.828 -3.206 0.447
C 0.160 -3.206 -6.148 -1.037
N -0.994 -3.046 -5.314 0.542
C -1.158 -2.109 -4.331 -0.418
Se 0.042 -0.823 -3.941 -0.272
N -2.358 -2.295 -3.751 0.573
C -2.985 -3.346 -4.357 0.262
C -4.228 -3.926 -4.156 -0.383
C -4.575 -4.984 -4.980 -0.582
C -3.715 -5.459 -5.966 -0.523
C -2.469 -4.889 -6.176 -0.615
C -2.119 -3.829 -5.360 0.031
H 0.897 -2.457 -5.859 0.269
H -0.108 -3.065 -7.197 0.358
H 0.580 -4.205 -6.018 0.344
H -2.827 -1.703 -2.977 0.215
H -4.886 -3.564 -3.383 0.490
H -5.540 -5.454 -4.862 0.387
H -4.022 -6.291 -6.582 0.360
H -1.802 -5.247 -6.947 0.425
C -4.374 1.384 4.358 -0.618
C -3.117 0.803 4.321 -0.758
C -2.167 1.275 3.436 0.055
C -2.425 2.337 2.576 0.337
C -3.692 2.902 2.630 0.223
C -4.655 2.439 3.507 -0.645
Ge -0.966 2.916 1.302 -0.462
C -1.846 4.620 0.693 -0.454
C -1.549 5.880 1.195 0.123
C -2.243 7.004 0.783 -0.752
C -3.273 6.890 -0.135 -0.448
C -3.569 5.645 -0.669 -0.468
C -2.843 4.536 -0.273 -0.303
C 0.238 3.777 2.707 -0.952
C 1.466 4.279 2.286 -0.451
C 2.333 4.911 3.157 -0.778
C 1.986 5.052 4.492 -0.394
C 0.773 4.553 4.936 -0.651
C -0.083 3.919 4.052 0.253
H -5.126 1.025 5.050 0.303
H -2.881 -0.016 4.989 0.372
H -1.188 0.812 3.408 0.147
H -3.931 3.729 1.973 0.255
H -5.630 2.913 3.534 0.360
H -0.755 5.980 1.924 0.308
H -1.987 7.977 1.188 0.383
H -3.840 7.766 -0.433 0.323
H -4.370 5.545 -1.393 0.399
H -3.054 3.571 -0.720 0.343
H 1.738 4.171 1.242 0.515
H 3.279 5.303 2.800 0.402
H 2.659 5.548 5.181 0.307
H 0.490 4.671 5.977 0.350
H -1.025 3.526 4.412 0.337
```

As for the electronic energy: -248848.423 eV. The spin multiplicity is 2. Its LUMO energy (spin up / spin down) is 3.5 / 2.8 eV. Its HOMO energy (spin up / spin down) is -2.086 / -2.084 eV. The HOMO-LUMO gap (spin up / spin down) is 5.64 / 4.90 eV. The charge is -2. For the relative energy (zero: lowest compared OMol25 entry of this formula, charge and spin), the calculation gives 0.7826 eV.



No. 4
Formula: C47H51BaBrN7O5S2Si
Source: the OMol25 dataset
Level of theory: ωB97M-V/def2-TZVPD

The geometry in XYZ format:
```
115
Properties=species:S:1:pos:R:3:mulliken_charge:R:1
Ba -0.665 -0.320 -0.951 1.874
C 4.732 -1.386 3.107 -0.970
N 4.307 -0.029 2.830 0.331
C 5.134 1.089 2.879 -0.936
C 4.393 2.143 2.536 -0.315
N 3.102 1.673 2.285 0.848
C 3.037 0.316 2.475 -0.408
S 1.710 -0.701 2.384 -0.273
C 2.072 2.510 1.753 -0.556
C 1.979 3.823 2.185 -0.433
C 1.061 4.655 1.565 -1.166
C 0.267 4.141 0.554 -1.002
C 0.449 2.812 0.227 -0.232
N 1.313 1.996 0.811 0.995
H 5.412 -1.388 3.958 0.356
H 5.231 -1.822 2.241 0.303
H 3.850 -1.975 3.338 0.298
H 6.184 1.023 3.120 0.469
H 4.657 3.179 2.399 0.447
H 2.631 4.195 2.964 0.655
H 0.983 5.696 1.850 0.491
H -0.450 4.754 0.023 0.565
H -0.137 2.375 -0.580 0.448
C 0.756 -4.257 0.507 -0.917
O -0.248 -3.349 0.967 0.705
C -0.627 -3.434 2.251 0.065
C -0.466 -4.534 3.063 -0.280
C -0.898 -4.459 4.388 -0.670
Br -0.682 -5.979 5.509 -0.250
C -1.460 -3.318 4.903 -0.766
C -1.625 -2.200 4.075 1.042
C -1.219 -2.266 2.748 -0.599
O -1.304 -1.249 1.890 0.331
C -2.143 -0.921 4.579 -0.262
N -2.157 0.179 3.878 -0.043
C -2.658 1.171 4.708 0.238
C -2.845 2.531 4.473 -0.586
C -3.346 3.300 5.509 -0.658
C -3.659 2.733 6.756 -0.398
C -3.471 1.384 7.002 -1.165
C -2.962 0.622 5.955 0.376
N -2.624 -0.719 5.841 -0.077
H 1.596 -4.278 1.206 0.578
H 1.080 -3.879 -0.455 -0.232
H 0.351 -5.262 0.380 0.346
H -0.005 -5.439 2.691 0.527
H -1.755 -3.289 5.943 0.423
H -1.510 -0.407 2.388 0.688
H -2.590 2.961 3.507 0.503
H -3.492 4.364 5.361 0.416
H -4.049 3.366 7.545 0.371
H -3.707 0.946 7.966 0.381
H -2.725 -1.418 6.551 0.202
C 3.986 0.952 -1.089 -1.522
C 3.802 2.295 -1.237 0.880
C 2.716 2.864 -2.026 -0.766
C 2.414 4.191 -1.993 -0.242
C 3.165 5.119 -1.223 0.049
C 4.327 4.620 -0.574 -0.497
C 4.656 3.295 -0.601 -0.745
C 2.729 6.463 -1.052 0.109
N 2.354 7.550 -0.881 -0.740
H 4.793 0.559 -0.473 0.228
H 3.328 0.234 -1.568 0.299
H 2.122 2.190 -2.638 0.650
H 1.570 4.564 -2.564 0.524
H 4.966 5.325 -0.050 0.422
H 5.567 2.954 -0.120 0.468
O -1.211 1.500 -3.384 -0.573
C -2.031 1.657 -2.503 0.705
N -2.538 0.633 -1.723 -0.808
S -2.961 1.206 -0.287 1.490
O -1.782 1.108 0.578 -0.430
O -4.152 0.615 0.228 -0.789
C -3.169 2.887 -0.806 0.165
C -3.826 3.946 -0.213 -0.719
C -3.882 5.135 -0.931 -0.596
C -3.290 5.248 -2.188 -0.612
C -2.620 4.172 -2.766 -0.476
C -2.582 2.989 -2.059 -0.001
H -4.275 3.859 0.770 0.532
H -4.397 5.985 -0.502 0.410
H -3.363 6.184 -2.729 0.400
H -2.142 4.242 -3.737 0.533
C 1.428 -4.293 -2.987 -1.636
Si -0.029 -3.030 -3.091 -0.881
C 0.280 -2.252 -4.861 2.558
C -0.994 -1.588 -5.399 -1.857
C 0.800 -3.226 -5.927 -1.934
C 1.344 -1.159 -4.664 -1.919
C -1.577 -4.233 -3.167 2.412
C -1.578 -5.065 -1.878 -1.879
C -2.881 -3.419 -3.181 -1.725
C -1.583 -5.194 -4.360 -2.018
H 1.607 -4.827 -3.932 0.502
H 1.243 -5.054 -2.217 0.429
H 2.358 -3.773 -2.715 0.301
H -1.739 -2.334 -5.702 0.340
H -0.760 -0.974 -6.285 0.508
H -1.454 -0.925 -4.652 0.163
H 0.147 -4.096 -6.051 0.246
H 1.803 -3.589 -5.680 0.379
H 0.869 -2.715 -6.905 0.530
H 0.974 -0.352 -4.018 0.066
H 1.616 -0.709 -5.634 0.519
H 2.260 -1.559 -4.210 0.372
H -1.535 -4.422 -0.989 0.190
H -0.728 -5.759 -1.840 0.313
H -2.501 -5.668 -1.818 0.517
H -2.953 -2.775 -2.293 0.163
H -3.757 -4.092 -3.175 0.434
H -2.962 -2.776 -4.064 0.309
H -0.627 -5.726 -4.456 0.358
H -1.773 -4.663 -5.301 0.328
H -2.380 -5.955 -4.247 0.482
```

As for the electronic energy: -170520.990 eV. The spin multiplicity is 1. Its LUMO energy is 1.5 eV. Its HOMO energy is -2.980 eV. The HOMO-LUMO gap is 4.49 eV. The charge is -1. For the relative energy (zero: lowest compared OMol25 entry of this formula, charge and spin), the calculation gives 0.0000 eV.